Entry 1:
Here is a cluster of 2 separate species, Cl2O4PS in total at a distorted geometry from the Open Molecules 2025 dataset. Energies are from ωB97M-V/def2-TZVPD.

CARTESIAN COORDINATES (ANGSTROEM)
Cl 1.126489 -2.273394 0.634277
O -0.344020 -0.114466 -2.070559
P -0.274430 -0.915955 0.881490
O -0.137937 -0.350887 2.180709
S 0.143081 0.537027 -0.858772
Cl -3.996057 -1.916579 1.166196
O 1.541167 0.451790 -0.439997
O -0.520019 1.783850 -0.498540

Force components x, y, z for each atom (eV/Å):
Cl 0.439 -1.468 -0.310
O 1.154 0.412 1.744
P -0.883 -0.255 -1.235
O -0.317 1.045 2.459
S -0.645 2.126 -1.696
Cl 0.796 0.111 -0.104
O -1.080 -0.304 -0.757
O 0.537 -1.667 -0.102

## Properties
Electronic energy in Eh: -1960.95266
Energy relative to the best compared isomer or geometry (same formula, charge and spin) in eV: 2.5533
Total charge: -1
HOMO energy (spin up / spin down) in eV: -5.24 / -4.72
Orbital gap (spin up / spin down) in eV: 5.437 / 4.606

Atomic partial charges in e from the Löwdin method, atoms 1 to 4: 0.356, -0.325, 0.396, -0.398

---

Entry 2:
Here is a structure of composition Cl3F2O12Sr at a distorted geometry from the Open Molecules 2025 dataset. Energies are from ωB97M-V/def2-TZVPD.

CARTESIAN COORDINATES (ANGSTROEM)
O 4.059844 0.546743 -1.237954
Sr 0.531154 -2.129937 -1.354384
O 2.098534 1.695423 -1.161084
O -5.773376 -0.290717 -1.220544
O 3.526214 1.446073 -3.192174
O 4.011204 3.013613 -1.321894
Cl 0.458504 -0.225547 4.271506
O -3.457966 0.415543 -0.927004
F -0.831426 -0.431137 -4.481194
O -3.878036 -1.681287 -0.703364
Cl 3.397234 1.766863 -1.741374
O 0.987764 -0.660687 5.505236
O -0.149056 -1.023967 3.137186
Cl -4.456336 -0.434737 -0.510324
F 2.901084 -3.004107 -4.129974
O -4.722156 -0.424077 0.912936
O -0.358626 0.994433 4.480406
O 1.655444 0.427503 3.673996

Force components x, y, z for each atom (eV/Å):
O 0.805 0.946 1.546
Sr 0.398 1.804 -2.294
O -1.943 0.720 -0.570
O 2.306 0.178 0.636
O -1.329 2.791 1.145
O 0.105 -0.417 -0.739
Cl 2.446 7.907 -5.587
O 1.595 4.602 -1.084
F 0.173 -0.683 0.930
O 0.842 -5.407 -1.723
Cl 2.314 -4.304 -1.246
O -1.357 -3.442 2.150
O 0.454 -0.646 3.269
Cl -4.194 -1.269 1.946
F -0.674 -0.341 1.120
O -0.478 1.627 0.306
O -1.512 -2.330 0.888
O 0.047 -1.736 -0.692

## Properties
Electronic energy in Eh: -2512.93936
Energy relative to the best compared isomer or geometry (same formula, charge and spin) in eV: 8.3786
Total charge: -3
HOMO energy in eV: -0.89
Orbital gap in eV: 4.621

Atomic partial charges in e from the Löwdin method, atoms 1 to 4: -0.453, 1.677, -0.387, -0.417

---

Entry 3:
Here is the molecule Cl3H3Si2 at a distorted geometry from the Open Molecules 2025 dataset. Energies are from ωB97M-V/def2-TZVPD.

CARTESIAN COORDINATES (ANGSTROEM)
Si -1.161416 0.184711 0.471486
Cl 1.882537 1.716056 -0.346819
Cl -2.497884 -0.896174 -0.571762
Si 1.048594 -0.131776 -0.454015
H 1.002442 -0.393649 -1.897822
Cl 2.473764 -1.522894 0.293443
H -1.668020 1.526295 0.716864
H -1.080019 -0.482568 1.788622

Force components x, y, z for each atom (eV/Å):
Si 1.230 -0.844 1.110
Cl 0.349 0.580 0.230
Cl -0.611 -0.390 -0.722
Si 0.160 -0.374 -0.196
H -0.127 -0.265 -0.030
Cl -1.136 0.740 -0.165
H 0.144 0.450 -0.309
H -0.009 0.103 0.082

## Properties
Electronic energy in Eh: -1961.47942
Energy relative to the best compared isomer or geometry (same formula, charge and spin) in eV: 0.0649
SMILES: Cl[SiH2][SiH](Cl)Cl
HOMO energy in eV: -10.29
Orbital gap in eV: 10.255

Atomic partial charges in e from the Löwdin method, atoms 1 to 4: 0.030, 0.208, 0.211, -0.329

---

Entry 4:
Here is the molecule Cl3HOSi at a distorted geometry from the Open Molecules 2025 dataset. Energies are from ωB97M-V/def2-TZVPD.

CARTESIAN COORDINATES (ANGSTROEM)
H 0.158630 1.588544 1.351695
Cl 0.012279 -2.161032 0.523712
Si -0.068060 -0.290940 -0.225167
O 0.564519 0.826411 0.777107
Cl -2.005623 0.237799 -0.561627
Cl 1.338255 -0.200782 -1.865720

Force components x, y, z for each atom (eV/Å):
H 0.889 -2.672 -2.010
Cl -0.039 -0.027 -0.031
Si 1.453 1.265 -0.475
O -0.899 1.853 1.639
Cl 0.202 -0.217 -0.366
Cl -1.606 -0.202 1.243

## Properties
Electronic energy in Eh: -1746.10951
Energy relative to the best compared isomer or geometry (same formula, charge and spin) in eV: 0.1867
SMILES: O[Si](Cl)(Cl)Cl
HOMO energy in eV: -11.46
Orbital gap in eV: 11.621

Atomic partial charges in e from the Löwdin method, atoms 1 to 4: 0.138, 0.346, -0.743, -0.292

---

Entry 5:
Here is a cluster of 2 separate species, Cl3OPS in total at a distorted geometry from the Open Molecules 2025 dataset. Energies are from ωB97M-V/def2-TZVPD.

CARTESIAN COORDINATES (ANGSTROEM)
S -3.261066 -0.408164 -0.408026
O 1.389865 -0.090988 1.207347
Cl -2.773077 1.427562 0.097481
Cl -1.474431 -1.189074 -0.852052
Cl 2.271270 0.863516 -1.440500
P 2.288810 -0.420437 0.108694

Force components x, y, z for each atom (eV/Å):
S -0.492 -0.704 -0.157
O -0.185 0.424 -0.161
Cl 0.157 0.984 0.287
Cl 0.345 -0.291 -0.146
Cl -0.260 0.756 -0.513
P 0.436 -1.170 0.690

## Properties
Electronic energy in Eh: -2195.37852
Energy relative to the best compared isomer or geometry (same formula, charge and spin) in eV: 1.4910
SMILES: ClSCl.O=PCl
HOMO energy in eV: -9.22
Orbital gap in eV: 8.229

Atomic partial charges in e from the Löwdin method, atoms 1 to 4: -0.086, -0.543, 0.061, 0.031

---

Entry 6:
Here is a structure of composition Cl3OPS at a distorted geometry from the Open Molecules 2025 dataset. Energies are from ωB97M-V/def2-TZVPD.

CARTESIAN COORDINATES (ANGSTROEM)
S -1.463947 -1.356695 -0.447868
P 0.617397 0.343603 -0.029369
Cl 2.314717 -0.390680 -0.811058
Cl 0.854284 -0.448712 1.804321
Cl -2.810996 0.043380 -0.444158
O 0.488544 1.809104 -0.071869

Force components x, y, z for each atom (eV/Å):
S 2.952 1.036 -0.036
P -1.081 -1.112 0.594
Cl -0.232 0.057 -0.685
Cl -0.151 0.265 0.491
Cl -1.119 0.901 -0.023
O -0.369 -1.147 -0.341

## Properties
Electronic energy in Eh: -2195.38170
Energy relative to the best compared isomer or geometry (same formula, charge and spin) in eV: 1.4046
HOMO energy in eV: -9.61
Orbital gap in eV: 7.111

Atomic partial charges in e from the Löwdin method, atoms 1 to 4: 0.043, -0.173, 0.291, 0.247